Below is 17 unconnected molecules or ions with the total composition C92H97F15O10, with properties calculated with ωB97M-V/def2-TZVPD.

Geometry as ORCA input:
```
! wB97M-V def2-TZVPD RIJCOSX def2/J DEFGRID3
* xyz 0 1
C 1.563 -6.999 -3.123
C 2.078 -5.868 -2.504
C 2.970 -5.955 -1.455
C 3.419 -7.220 -1.054
C 2.972 -8.363 -1.744
C 2.024 -8.246 -2.769
H 0.757 -6.874 -3.828
H 1.660 -4.888 -2.718
H 3.370 -5.110 -0.896
H 4.131 -7.248 -0.226
H 3.487 -9.284 -1.491
H 1.705 -9.123 -3.271
C -4.158 1.875 3.364
C -4.747 1.771 4.608
C -4.059 1.158 5.663
C -2.779 0.712 5.444
C -2.169 0.791 4.190
C -2.891 1.341 3.175
H -4.673 2.271 2.513
H -5.752 2.221 4.760
H -4.560 0.984 6.589
H -2.254 0.245 6.211
H -1.164 0.458 4.045
H -2.429 1.379 2.155
C -4.983 -3.469 -4.425
C -4.958 -3.125 -3.073
C -4.547 -1.830 -2.738
C -4.128 -0.913 -3.721
C -4.199 -1.271 -5.077
C -4.639 -2.551 -5.413
H -5.200 -4.472 -4.789
H -5.266 -3.826 -2.285
H -4.527 -1.540 -1.692
H -3.791 0.082 -3.421
H -3.877 -0.552 -5.828
H -4.657 -2.798 -6.473
C -4.064 2.029 -1.262
C -5.287 2.300 -1.895
C -5.651 3.550 -2.299
C -4.812 4.641 -2.032
C -3.644 4.441 -1.293
C -3.297 3.137 -0.856
H -3.725 1.032 -1.073
H -5.905 1.428 -2.122
H -6.541 3.608 -2.849
H -5.049 5.648 -2.255
H -2.972 5.263 -1.042
H -2.368 2.975 -0.291
C -7.040 -2.953 -0.056
C -6.720 -3.621 1.040
C -6.364 -2.901 2.229
C -6.205 -1.532 2.159
C -6.532 -0.843 0.994
C -6.942 -1.536 -0.129
H -7.338 -3.478 -0.935
H -6.705 -4.703 0.966
H -6.095 -3.474 3.132
H -5.838 -1.000 3.059
H -6.582 0.251 0.942
H -7.276 -1.126 -1.097
C 1.548 -3.167 -5.010
C 0.635 -4.065 -5.518
C -0.620 -4.150 -5.004
C -1.027 -3.218 -4.033
C -0.075 -2.337 -3.517
C 1.199 -2.236 -4.011
H 2.517 -3.085 -5.471
H 0.972 -4.744 -6.272
H -1.316 -4.805 -5.494
H -2.021 -3.033 -3.559
H -0.339 -1.576 -2.851
H 1.915 -1.511 -3.676
C 5.112 -2.474 -0.614
C 5.543 -1.880 0.568
C 4.645 -1.283 1.485
C 3.278 -1.262 1.173
C 2.871 -1.866 -0.024
C 3.737 -2.441 -0.873
H 5.720 -2.992 -1.351
H 6.577 -1.841 0.903
H 4.943 -0.894 2.479
H 2.518 -0.950 1.905
H 1.785 -1.906 -0.231
H 3.299 -2.914 -1.772
C -1.213 3.891 -4.367
C 0.192 3.680 -4.306
C 0.750 2.473 -4.732
C -0.027 1.421 -5.195
C -1.414 1.644 -5.163
C -2.028 2.812 -4.738
H -1.650 4.788 -3.943
H 0.862 4.505 -4.044
H 1.829 2.452 -4.782
H 0.468 0.519 -5.570
H -2.087 0.869 -5.442
H -3.082 2.956 -4.656
C -3.422 -4.953 -0.301
C -2.398 -5.126 -1.237
C -1.239 -5.821 -0.912
C -1.089 -6.218 0.422
C -2.070 -5.909 1.346
C -3.253 -5.385 0.968
H -4.255 -4.347 -0.562
H -2.448 -4.671 -2.264
H -0.416 -5.983 -1.572
H -0.140 -6.652 0.693
H -1.906 -6.140 2.392
H -3.887 -5.013 1.703
C 2.916 5.494 -0.482
C 2.393 6.798 -0.499
C 0.968 7.062 -0.517
C 0.108 5.979 -0.659
C 0.603 4.684 -0.679
C 1.978 4.424 -0.497
H 3.990 5.385 -0.346
H 3.056 7.662 -0.399
H 0.686 8.148 -0.549
H -0.921 6.173 -0.794
H -0.098 3.803 -0.850
H 2.294 3.399 -0.413
C 1.564 5.258 -7.310
C 2.727 4.930 -6.676
C 3.324 5.791 -5.730
C 2.776 7.015 -5.470
C 1.630 7.381 -6.223
C 1.065 6.547 -7.154
H 1.106 4.533 -8.025
H 3.299 4.055 -6.970
H 4.217 5.423 -5.225
H 3.235 7.752 -4.818
H 1.280 8.410 -6.105
H 0.219 6.864 -7.650
C -0.560 0.587 -1.310
C 0.482 1.286 -0.731
C 0.807 1.124 0.580
C 0.094 0.171 1.313
C -0.981 -0.478 0.756
C -1.308 -0.286 -0.572
H -0.701 0.726 -2.377
H 1.033 2.065 -1.280
H 1.553 1.693 1.087
H 0.263 -0.016 2.344
H -1.646 -1.065 1.432
H -2.081 -0.975 -0.956
C 4.444 1.261 -0.902
C 4.966 1.901 -2.166
O 4.614 0.914 -3.175
C 4.551 1.397 -4.407
O 4.694 2.490 -4.760
C 4.201 0.270 -5.362
F 2.956 -0.061 -5.128
F 4.388 0.681 -6.564
F 4.956 -0.830 -5.190
H 3.352 1.134 -0.949
H 4.801 1.783 -0.055
H 4.875 0.277 -0.924
H 6.019 2.017 -2.271
H 4.466 2.843 -2.310
C 3.036 -5.122 2.269
C 1.885 -4.270 2.849
O 0.902 -5.081 3.583
C 1.376 -5.625 4.671
O 2.431 -5.447 5.224
C 0.238 -6.531 5.370
F -0.408 -7.194 4.445
F 0.758 -7.323 6.277
F -0.647 -5.717 5.969
H 3.634 -5.511 3.106
H 3.517 -4.425 1.575
H 2.632 -5.921 1.721
H 1.338 -3.831 1.996
H 2.188 -3.480 3.560
C 0.645 -1.151 6.267
C 0.383 -2.680 6.123
O -1.054 -2.870 5.855
C -1.366 -2.669 4.627
O -0.621 -2.403 3.702
C -2.891 -2.805 4.416
F -3.218 -2.053 3.371
F -3.191 -4.069 4.041
F -3.680 -2.572 5.465
H -0.136 -0.685 6.809
H 0.704 -0.700 5.262
H 1.589 -1.062 6.788
H 0.520 -3.204 7.062
H 0.960 -3.105 5.308
C 3.811 4.788 6.884
C 4.665 3.520 6.730
O 4.331 2.761 5.574
C 3.216 2.015 5.614
O 2.390 2.014 6.450
C 3.090 1.195 4.245
F 3.256 -0.110 4.528
F 1.880 1.294 3.744
F 3.961 1.547 3.275
H 4.086 5.615 6.190
H 3.867 5.036 7.971
H 2.753 4.526 6.719
H 4.598 2.848 7.673
H 5.728 3.647 6.718
C -0.524 4.499 3.233
C 0.815 4.349 3.912
O 1.486 5.577 3.496
C 1.300 6.538 4.410
O 0.753 6.444 5.445
C 2.023 7.762 3.860
F 2.178 8.661 4.838
F 3.251 7.535 3.393
F 1.291 8.301 2.878
H -1.136 3.575 3.320
H -0.506 4.741 2.156
H -1.119 5.215 3.782
H 1.310 3.470 3.491
H 0.794 4.203 4.974
*
```

The HOMO energy is -8.945 eV. For the relative energy (zero: lowest compared OMol25 entry of this formula, charge and spin), the calculation gives 0.0 kcal/mol. The maximum force comes out at 4.0 eV/Å.

***

Below is a single C6H12N2S3 molecule, with properties calculated with ωB97M-V/def2-TZVPD.

Geometry as ORCA input:
```
! wB97M-V def2-TZVPD RIJCOSX def2/J DEFGRID3
* xyz 0 1
C 3.139 -0.618 -1.049
N 1.775 -0.375 -1.463
C 0.840 -0.235 -0.523
S 1.162 -0.377 1.085
S -0.794 0.177 -1.103
C -1.741 -0.496 0.305
N -1.975 0.327 1.317
C -1.507 1.689 1.400
H -1.272 2.078 0.412
H -0.610 1.741 2.023
H -2.288 2.303 1.848
C -2.596 -0.159 2.525
H -2.887 -1.199 2.394
H -1.890 -0.084 3.354
H -3.480 0.440 2.751
S -2.254 -2.039 0.162
C 1.526 -0.296 -2.880
H 2.090 -1.079 -3.388
H 1.831 0.678 -3.273
H 0.467 -0.437 -3.087
H 3.804 -0.464 -1.895
H 3.410 0.066 -0.243
H 3.251 -1.638 -0.674
*
```

The HOMO energy is -7.967 eV. For the relative energy (zero: lowest compared OMol25 entry of this formula, charge and spin), the calculation gives 0.0 kcal/mol. The maximum force comes out at 0.5 eV/Å.

***

Below is 2 unconnected molecules or ions with the total composition HN2O3P, with properties calculated with ωB97M-V/def2-TZVPD.

Geometry as ORCA input:
```
! wB97M-V def2-TZVPD RIJCOSX def2/J DEFGRID3
* xyz 0 3
N 1.854 0.583 0.066
N -1.747 -1.042 0.257
O -1.884 0.203 0.160
O 0.713 1.021 0.024
O -0.792 -1.594 -0.238
P 3.198 -0.030 0.061
H -1.343 0.859 -0.329
*
```

The HOMO energy (spin up / spin down) is -7.251 / -10.147 eV. For the relative energy (zero: lowest compared OMol25 entry of this formula, charge and spin), the calculation gives 34.1 kcal/mol. The maximum force comes out at 7.0 eV/Å. As for the expectation value of S²: 2.01.

***

Below is a single C7H12 molecule, with properties calculated with ωB97M-V/def2-TZVPD.

Geometry as ORCA input:
```
! wB97M-V def2-TZVPD RIJCOSX def2/J DEFGRID3
* xyz 0 1
C 0.015 1.963 1.260
C 0.156 0.444 1.191
C -0.952 -0.209 0.321
C -0.222 -0.823 -0.851
C -0.963 -1.507 -1.959
C 1.097 -0.677 -0.732
C 1.501 0.016 0.540
H 0.045 2.399 0.253
H -0.934 2.257 1.725
H 0.828 2.409 1.845
H 0.101 0.049 2.211
H -1.519 -0.972 0.874
H -1.693 0.531 -0.018
H 2.071 -0.660 1.189
H -1.611 -0.805 -2.499
H -1.614 -2.298 -1.563
H -0.276 -1.964 -2.679
H 1.821 -1.037 -1.460
H 2.150 0.883 0.354
*
```

The SMILES is CC1=CC[C@@H](C)C1. The HOMO energy is -8.751 eV. For the relative energy (zero: lowest compared OMol25 entry of this formula, charge and spin), the calculation gives 0.0 kcal/mol. The maximum force comes out at 0.2 eV/Å.

***

Below is a molecular structure, C27H21N4O7STi, with properties calculated with ωB97M-V/def2-TZVPD.

Geometry as ORCA input:
```
! wB97M-V def2-TZVPD RIJCOSX def2/J DEFGRID3
* xyz 1 1
Ti 0.032 -0.071 0.109
O 4.041 0.947 -0.110
C 2.843 0.929 -0.178
N 1.908 0.443 0.735
C 2.361 -0.017 1.976
O 3.486 -0.074 2.388
C 1.199 -0.438 2.830
C 1.352 -0.838 4.139
C 0.217 -1.183 4.858
C -1.025 -1.113 4.241
C -1.094 -0.713 2.920
N 0.004 -0.393 2.229
C 2.132 1.452 -1.393
C 2.753 2.254 -2.323
C 2.014 2.693 -3.411
C 0.686 2.303 -3.529
C 0.132 1.499 -2.553
N 0.845 1.091 -1.494
H 2.345 -0.859 4.565
H 0.295 -1.495 5.890
H -1.931 -1.360 4.775
H -2.042 -0.638 2.402
H 3.793 2.513 -2.180
H 2.462 3.334 -4.158
H 0.080 2.626 -4.363
H -0.894 1.167 -2.602
O -4.511 3.867 0.377
C -4.982 3.365 1.490
O -5.873 3.511 2.259
C -3.774 2.619 1.134
C -2.463 2.977 1.668
C -1.373 2.282 1.317
N -1.423 1.186 0.470
C -2.680 0.766 0.043
C -3.822 1.387 0.355
C -2.579 -0.522 -0.728
O -3.492 -1.278 -0.888
O -1.316 -0.710 -1.139
H -2.383 3.823 2.337
H -0.393 2.547 1.695
H -4.767 0.982 0.018
C 2.187 -0.857 -6.099
C 1.700 -1.462 -4.812
C 2.511 -1.473 -3.675
C 2.055 -2.008 -2.485
C 0.769 -2.536 -2.432
C -0.062 -2.528 -3.542
C 0.417 -2.001 -4.731
S 0.103 -3.088 -0.892
C 1.208 -4.423 -0.469
O 0.583 -2.000 0.115
H 3.274 -0.825 -6.142
H 1.816 0.166 -6.198
H 1.821 -1.420 -6.956
H 3.512 -1.062 -3.729
H 2.684 -2.000 -1.602
H -1.074 -2.906 -3.467
H -0.218 -1.993 -5.608
H 2.233 -4.059 -0.472
H 1.071 -5.222 -1.196
H 0.917 -4.763 0.523
*
```

The HOMO energy is -10.938 eV. For the relative energy (zero: lowest compared OMol25 entry of this formula, charge and spin), the calculation gives 11.1 kcal/mol. The maximum force comes out at 0.5 eV/Å.

***

Below is a molecular structure, C31H69BrO11S, with properties calculated with ωB97M-V/def2-TZVPD.

Geometry as ORCA input:
```
! wB97M-V def2-TZVPD RIJCOSX def2/J DEFGRID3
* xyz 0 1
C 2.904 -1.562 0.608
C 2.748 0.003 0.147
C 3.941 0.847 0.931
O 4.556 1.821 0.008
S 5.902 1.166 -0.809
O 6.504 2.394 -1.598
O 5.457 0.045 -2.020
Br 5.721 0.753 -3.714
O 1.384 0.570 0.394
C 0.432 -0.157 -0.460
C -1.026 0.604 -0.650
C -1.758 0.359 -2.135
C -3.224 0.974 -2.534
C -3.998 1.886 -1.392
C -3.277 2.147 0.092
C -1.782 1.514 0.491
H 3.293 -2.156 -0.342
H 1.913 -2.087 0.942
H 3.663 -1.692 1.520
H 3.001 0.108 -1.014
H 3.474 1.319 1.899
H 4.830 0.138 1.293
H 0.167 -1.249 -0.063
H 0.893 -0.238 -1.546
H -1.219 -0.311 -2.963
H -3.669 0.716 -3.602
H -5.050 2.314 -1.694
H -3.878 2.782 0.899
H -1.288 1.696 1.558
C 2.374 5.717 2.830
C 3.288 4.706 3.504
C 4.751 4.999 3.212
O 2.967 3.397 3.041
H 2.494 5.688 1.741
H 1.324 5.486 3.038
H 2.585 6.733 3.177
H 3.118 4.721 4.586
H 4.954 4.945 2.137
H 5.396 4.257 3.694
H 5.033 5.994 3.571
H 3.115 3.374 2.080
C -0.407 -2.105 -6.714
C -1.343 -1.119 -6.034
C -1.811 -0.043 -7.001
O -0.670 -0.507 -4.937
H 0.491 -1.600 -7.087
H -0.068 -2.867 -6.003
H -0.901 -2.605 -7.553
H -2.210 -1.653 -5.630
H -0.963 0.535 -7.384
H -2.475 0.666 -6.495
H -2.348 -0.481 -7.849
H 0.102 -0.031 -5.287
C 3.356 -6.594 -2.285
C 3.709 -5.131 -2.068
C 4.698 -4.640 -3.113
O 4.275 -4.969 -0.770
H 4.246 -7.229 -2.205
H 2.653 -6.938 -1.518
H 2.904 -6.750 -3.269
H 2.799 -4.523 -2.108
H 5.636 -5.205 -3.063
H 4.953 -3.589 -2.938
H 4.286 -4.736 -4.123
H 5.084 -5.506 -0.726
C -1.739 6.818 1.537
C -2.531 5.815 0.714
C -2.028 5.754 -0.720
O -3.908 6.185 0.715
H -1.835 7.828 1.123
H -2.120 6.861 2.563
H -0.678 6.553 1.568
H -2.458 4.823 1.172
H -2.134 6.726 -1.214
H -2.615 5.037 -1.303
H -0.975 5.457 -0.756
H -3.982 7.065 0.310
C 0.620 -10.045 1.213
C 1.830 -9.192 0.871
C 1.800 -7.864 1.611
O 1.855 -8.949 -0.534
H -0.309 -9.541 0.925
H 0.649 -10.992 0.664
H 0.581 -10.263 2.285
H 2.747 -9.734 1.126
H 0.913 -7.283 1.336
H 2.671 -7.255 1.345
H 1.797 -8.016 2.695
H 1.044 -8.468 -0.769
C -1.228 0.124 5.961
C -0.240 -0.366 4.914
C 0.503 0.792 4.268
O -0.940 -1.098 3.911
H -1.985 0.776 5.511
H -1.764 -0.719 6.409
H -0.718 0.677 6.756
H 0.477 -1.052 5.378
H -0.192 1.468 3.758
H 1.201 0.425 3.508
H 1.065 1.365 5.012
H -1.580 -0.497 3.494
C -8.380 1.729 0.812
C -7.170 2.582 0.469
C -7.200 3.910 1.209
O -7.145 2.825 -0.935
H -9.309 2.233 0.523
H -8.351 0.782 0.262
H -8.419 1.511 1.883
H -6.253 2.040 0.724
H -8.087 4.492 0.935
H -6.329 4.519 0.943
H -7.203 3.758 2.293
H -7.956 3.307 -1.171
*
```

The HOMO energy is -7.976 eV. The maximum force comes out at 6.2 eV/Å.

***

Below is 5 unconnected molecules or ions with the total composition C11H23Cl9N2O3, with properties calculated with ωB97M-V/def2-TZVPD.

Geometry as ORCA input:
```
! wB97M-V def2-TZVPD RIJCOSX def2/J DEFGRID3
* xyz 0 1
O 4.940 0.080 1.356
C 4.102 -0.776 1.284
N 2.797 -0.416 1.536
C 4.479 -2.193 0.848
H 1.945 -0.955 1.478
H 2.751 0.548 1.835
H 3.821 -2.695 0.140
H 4.546 -2.841 1.722
H 5.458 -2.193 0.368
C 3.879 3.193 2.076
Cl 2.392 2.421 2.430
Cl 4.827 3.371 3.540
Cl 3.698 4.787 1.336
H 4.432 2.538 1.404
C 3.658 -0.418 -2.669
Cl 5.344 -0.704 -2.503
Cl 3.152 1.107 -1.939
Cl 2.715 -1.818 -2.183
H 3.634 -0.235 -3.743
C 8.203 -0.163 0.566
Cl 9.997 0.172 0.342
Cl 7.897 -1.902 0.268
Cl 7.396 0.796 -0.677
H 7.972 0.193 1.570
C -0.326 0.584 0.158
O -1.584 0.476 -0.432
C -2.513 -0.288 0.381
C -4.047 -0.052 0.067
N -4.363 -0.415 -1.362
C -5.694 0.124 -1.690
C -6.855 -0.406 -0.838
O -8.147 0.010 -1.402
C -9.282 -0.430 -0.648
H -0.305 0.993 1.168
H 0.418 0.955 -0.547
H -0.101 -0.478 0.249
H -2.340 -0.163 1.450
H -2.250 -1.293 0.053
H -4.405 0.975 0.132
H -4.557 -0.602 0.858
H -3.668 0.269 -1.625
H -5.922 -0.269 -2.681
H -5.724 1.213 -1.664
H -6.696 0.089 0.119
H -6.717 -1.474 -0.666
H -9.379 0.041 0.331
H -9.453 -1.493 -0.476
H -10.124 -0.265 -1.320
*
```

The SMILES is COCCNCCOC.ClC(Cl)Cl.ClC(Cl)Cl.ClC(Cl)Cl.CC(N)=O. The HOMO energy is -9.581 eV. For the relative energy (zero: lowest compared OMol25 entry of this formula, charge and spin), the calculation gives 16.7 kcal/mol. The maximum force comes out at 2.8 eV/Å.